[1]
{
  "formula": "C16H29S4Sb2Ti",
  "method": "ωB97M-V/def2-TZVPD",
  "orbital_gap_ev": 6.293,
  "total_charge": -1,
  "de_lowest_kj_mol": 27.5,
  "multiplicity": 1,
  "e_tot_ev": -96597.003,
  "elements": ["Ti", "C", "Sb", "C", "C", "C", "C", "C", "C", "C", "C", "C", "Sb", "C", "C", "H", "H", "H", "H", "H", "H", "H", "H", "H", "H", "H", "H", "H", "H", "H", "H", "H", "H", "H", "H", "S", "S", "S", "S", "C", "C", "C", "C", "H", "H", "H", "H", "H", "H", "H", "H", "H"],
  "coordinates": [[0.401151, -0.607049, -0.464484], [0.689236, 0.954765, 4.713148], [0.255540, 0.994358, 2.589506], [1.740307, 2.497864, 2.239588], [-1.501993, 2.347386, 2.873943], [-1.198429, 3.782229, 2.644909], [-0.699259, 4.569745, 3.688872], [-0.327465, 5.891013, 3.497979], [-0.453671, 6.460692, 2.236867], [-0.967685, 5.698192, 1.198816], [-1.352315, 4.367191, 1.374822], [-1.942634, 3.619024, 0.213738], [-0.726253, 2.073332, -0.766815], [0.657004, 3.506898, -1.529871], [-2.007710, 2.165859, -2.488593], [1.560376, 0.324896, 4.902163], [-0.169593, 0.542816, 5.249122], [0.891205, 1.971008, 5.060391], [1.467856, 3.437229, 2.720501], [1.899115, 2.635853, 1.171152], [2.667503, 2.109476, 2.662470], [-1.802255, 2.156288, 3.906887], [-2.277251, 1.965168, 2.211166], [-0.595967, 4.118838, 4.671513], [0.060555, 6.471164, 4.327511], [-0.167393, 7.491389, 2.065117], [-1.085104, 6.145231, 0.215224], [-2.145722, 4.305683, -0.608513], [-2.880176, 3.123238, 0.481320], [0.105238, 4.179245, -2.188102], [1.440618, 2.988571, -2.074582], [1.098807, 4.070524, -0.707427], [-2.293296, 3.204206, -2.660126], [-2.898555, 1.554898, -2.337316], [-1.456118, 1.778111, -3.342080], [-0.485419, -0.686168, -2.699036], [0.942858, -2.085654, -2.234042], [2.492831, 0.692877, -0.782332], [2.493993, -0.765724, 0.691941], [0.243753, -3.789359, 1.147558], [-0.637235, -2.670915, 1.694875], [-1.863494, -3.289691, 2.378221], [-1.071903, -1.653089, 0.615770], [0.511737, -4.490913, 1.944300], [1.164068, -3.408154, 0.708366], [-0.288952, -4.340806, 0.367126], [-0.072042, -2.141911, 2.465374], [-2.464981, -3.836357, 1.644094], [-2.498915, -2.517036, 2.821641], [-1.574968, -3.990810, 3.170680], [-1.793805, -0.977723, 1.082671], [-1.628300, -2.199521, -0.154536]],
  "forces_ev_per_a": [[1.4, -0.4, -1.6], [0.0, -0.1, 0.0], [-0.1, 0.2, 0.3], [0.0, 0.0, -0.1], [0.1, 0.0, 0.1], [-0.1, 0.0, 0.0], [0.0, 0.0, 0.0], [0.0, 0.0, -0.1], [0.0, -0.1, 0.0], [0.0, 0.0, -0.1], [-0.1, 0.0, -0.1], [0.1, -0.1, 0.3], [-0.3, 0.4, -0.5], [0.0, 0.0, 0.1], [-0.1, -0.1, 0.1], [0.0, 0.1, 0.0], [0.1, 0.0, 0.0], [0.0, -0.1, 0.0], [0.0, 0.0, 0.0], [0.0, 0.0, 0.0], [0.0, 0.0, 0.0], [0.0, 0.0, 0.0], [0.0, 0.0, 0.0], [0.0, 0.0, 0.0], [0.0, 0.0, 0.0], [0.0, 0.0, 0.0], [0.0, 0.0, 0.1], [0.0, 0.0, 0.0], [0.0, 0.1, 0.0], [0.0, 0.0, 0.0], [0.0, 0.0, 0.0], [0.0, 0.0, 0.0], [0.0, 0.0, 0.0], [0.0, 0.0, 0.0], [0.0, 0.0, 0.0], [0.1, 0.3, 0.3], [-0.3, 0.1, 0.7], [-0.5, 0.2, 0.3], [-0.2, -0.4, 0.0], [0.0, 0.0, 0.0], [-0.3, 0.0, -0.1], [0.0, 0.0, 0.0], [0.1, -0.5, 0.7], [0.0, 0.0, 0.0], [0.0, 0.1, 0.0], [0.0, 0.0, 0.0], [0.1, 0.1, 0.1], [0.0, 0.0, 0.0], [0.0, 0.0, 0.0], [0.0, 0.0, 0.0], [-0.1, 0.2, 0.0], [0.0, 0.0, -0.2]]
}



[2]
{
  "formula": "C16H30BBrF4O11PS3",
  "method": "ωB97M-V/def2-TZVPD",
  "orbital_gap_ev": 5.856,
  "total_charge": -1,
  "multiplicity": 1,
  "e_tot_ev": -162986.432,
  "elements": ["O", "P", "O", "O", "C", "C", "F", "F", "C", "F", "F", "O", "B", "O", "C", "Br", "H", "H", "H", "H", "H", "H", "C", "C", "C", "S", "O", "O", "C", "H", "H", "H", "H", "H", "H", "H", "H", "C", "C", "C", "S", "O", "O", "C", "H", "H", "H", "H", "H", "H", "H", "H", "C", "C", "C", "S", "O", "O", "C", "H", "H", "H", "H", "H", "H", "H", "H"],
  "coordinates": [[6.136335, -4.970232, -3.642549], [5.127657, -3.950431, -3.099423], [3.635530, -4.733649, -3.018427], [4.908509, -2.656948, -4.212610], [5.711193, -3.305486, -1.396111], [7.312172, -3.154829, -1.319021], [7.852053, -4.443272, -1.310162], [7.742987, -2.540880, -0.149626], [7.902026, -2.263201, -2.532864], [8.592328, -1.159060, -1.964241], [8.840420, -2.964828, -3.295854], [5.241590, -4.216595, -0.393032], [4.767165, -3.463403, 0.801067], [4.977504, -2.021366, 0.449785], [4.830357, -2.016898, -0.975531], [2.822556, -2.174147, -1.155947], [3.208304, -4.608956, -3.892834], [4.874302, -1.825166, -3.695171], [7.081790, -1.810289, -3.154075], [5.610463, -3.630936, 1.657801], [3.737455, -3.774977, 1.315222], [5.011098, -1.032779, -1.505673], [-1.357345, -0.335377, -2.595190], [-2.577266, -1.206863, -2.901741], [-2.252521, -2.630559, -2.438761], [-1.076428, -2.466437, -1.098066], [0.181826, -3.037016, -1.517613], [-1.714706, -2.838892, 0.145056], [-0.943739, -0.690178, -1.169680], [-1.586616, 0.736880, -2.705072], [-0.544808, -0.577881, -3.287840], [-3.441974, -0.827209, -2.350424], [-2.831707, -1.187651, -3.963594], [-3.140136, -3.149984, -2.078324], [-1.778937, -3.210553, -3.231798], [0.075029, -0.384805, -0.928355], [-1.640409, -0.278237, -0.445631], [-3.255164, 4.287120, 0.499210], [-1.794285, 4.472725, 0.085834], [-1.354729, 3.193305, -0.629563], [-2.832768, 2.495048, -1.359923], [-3.119518, 1.237254, -0.712500], [-2.762447, 2.623387, -2.798589], [-3.963223, 3.720513, -0.725562], [-3.706672, 5.225522, 0.824139], [-3.315444, 3.580369, 1.325873], [-1.713907, 5.323674, -0.597956], [-1.155292, 4.682318, 0.945349], [-0.627783, 3.399265, -1.414802], [-0.947676, 2.463219, 0.071487], [-4.920705, 3.256104, -0.492812], [-4.093079, 4.484773, -1.494593], [-5.398705, 2.285559, 5.092153], [-4.499084, 1.051324, 4.987002], [-3.220638, 1.475875, 4.260355], [-3.000546, 3.217706, 4.611884], [-3.142896, 3.958625, 3.377312], [-1.861942, 3.389111, 5.482945], [-4.495194, 3.417028, 5.566884], [-6.231317, 2.123055, 5.778617], [-5.813287, 2.525088, 4.108015], [-4.250917, 0.695180, 5.991283], [-4.995678, 0.232822, 4.463221], [-2.351664, 0.923944, 4.616993], [-3.316856, 1.359084, 3.179811], [-4.917278, 4.406186, 5.393949], [-4.235359, 3.297907, 6.620292]],
  "forces_ev_per_a": [[-2.1, 2.8, 1.0], [1.3, -3.5, -2.1], [1.7, 1.9, -0.4], [0.3, -1.0, 2.3], [-2.7, -0.3, 1.6], [0.4, -0.4, 0.0], [-0.7, 2.1, -0.2], [-1.0, -1.0, -1.4], [1.2, 0.3, 0.7], [-0.9, -1.5, -1.0], [-1.7, 1.1, 1.1], [0.8, 0.5, -2.6], [1.9, 0.1, 1.8], [-0.2, 0.7, -3.5], [0.8, 0.8, 2.6], [0.6, -0.1, -1.1], [0.2, 0.0, 0.7], [-0.4, -0.5, -0.4], [1.0, -0.7, 0.2], [0.2, -0.2, 0.5], [-0.9, -0.1, -0.6], [0.3, -1.0, 0.9], [0.1, 0.3, -0.1], [-0.2, 0.1, -0.1], [-0.4, 0.0, -0.4], [0.2, 0.2, 0.2], [-0.7, -0.2, 0.2], [0.2, -0.2, -0.2], [0.2, 0.3, -0.2], [0.2, -0.7, -0.1], [0.0, 0.0, 0.1], [0.1, 0.0, 0.0], [0.0, 0.0, 0.1], [0.2, -0.1, 0.1], [0.1, 0.0, 0.2], [0.0, -0.3, 0.0], [0.0, -0.1, 0.0], [0.0, -0.2, -0.1], [0.0, 0.2, 0.0], [0.5, 0.2, 0.2], [-0.2, 0.8, 0.0], [-0.3, 0.1, -0.2], [-0.1, -0.3, 0.2], [-0.2, 0.4, 0.2], [0.0, -0.1, 0.0], [0.0, 0.1, -0.1], [0.0, -0.1, 0.0], [-0.1, 0.0, -0.1], [-0.1, -0.2, 0.0], [-0.1, 0.0, -0.1], [0.1, -0.1, -0.1], [0.0, -0.1, -0.1], [-0.1, -0.1, -0.1], [-0.1, -0.1, 0.1], [-0.1, -0.5, -0.1], [0.2, -0.2, 0.5], [0.2, 0.1, 0.4], [-0.1, 0.2, -0.4], [-0.5, 0.0, 0.1], [0.0, 0.0, -0.1], [0.0, 0.0, 0.1], [0.0, 0.0, -0.1], [0.1, 0.0, 0.0], [0.1, 0.2, -0.1], [0.1, 0.1, 0.1], [0.2, 0.0, 0.0], [0.1, 0.0, -0.1]]
}



[3]
{
  "formula": "C16H30BFN6O3",
  "method": "ωB97M-V/def2-TZVPD",
  "orbital_gap_ev": 9.522,
  "smiles": "CB(O)[C@](C#N)(CCN)[C@@](C#N)(CCCF)CC(N)(N)N.O=C1CCCO1",
  "total_charge": 0,
  "multiplicity": 1,
  "e_tot_ev": -35556.228,
  "elements": ["C", "B", "O", "C", "C", "N", "C", "C", "N", "C", "C", "N", "C", "C", "C", "F", "C", "C", "N", "N", "N", "H", "H", "H", "H", "H", "H", "H", "H", "H", "H", "H", "H", "H", "H", "H", "H", "H", "H", "H", "H", "H", "H", "H", "H", "O", "C", "O", "C", "C", "C", "H", "H", "H", "H", "H", "H"],
  "coordinates": [[-1.389098, 1.756050, 1.062615], [-0.780533, 1.240084, -0.304640], [-1.249488, 1.745199, -1.465418], [0.348509, 0.082454, -0.422825], [0.203166, -0.376481, -1.792231], [0.108066, -0.795840, -2.886744], [-0.141276, -1.101666, 0.457962], [0.231829, -2.515611, -0.019504], [0.037681, -3.503543, 1.057654], [1.760130, 0.688580, -0.081956], [1.730388, 2.079065, -0.555940], [1.764032, 3.156145, -0.979751], [1.861722, 0.869947, 1.475846], [2.839024, -0.012255, 2.249030], [2.496496, -1.467780, 2.392454], [1.498907, -1.645609, 3.322326], [3.026753, 0.013301, -0.605803], [3.357056, -0.074353, -2.119268], [3.022696, -1.358435, -2.729788], [2.752713, 0.948385, -2.914928], [4.852951, 0.005788, -2.270418], [-2.123647, 2.520940, 0.874673], [-1.802221, 0.929017, 1.621683], [-0.610733, 2.249357, 1.633894], [-1.626636, 2.612702, -1.326640], [-1.222664, -1.081261, 0.407231], [0.101418, -1.011808, 1.504994], [1.279814, -2.574968, -0.288635], [-0.419732, -2.807207, -0.822031], [-0.950644, -3.553467, 1.266486], [0.487880, -3.190626, 1.905136], [0.895796, 0.750981, 1.936175], [2.148521, 1.886271, 1.693399], [2.857166, 0.377753, 3.258975], [3.864064, 0.054038, 1.920205], [3.363798, -1.990264, 2.774387], [2.210469, -1.961870, 1.475021], [3.055281, -0.992693, -0.219136], [3.852720, 0.535570, -0.152669], [2.405136, -1.897490, -2.143378], [3.873642, -1.879936, -2.871313], [3.178373, 1.852036, -2.791375], [2.776799, 0.688989, -3.884917], [5.101855, 0.969145, -2.074051], [5.280968, -0.504969, -1.502501], [-3.600832, -0.969999, 0.870488], [-4.407546, -0.143286, 0.559763], [-4.073952, 0.974817, -0.119807], [-5.222441, 1.831401, -0.257976], [-6.426346, 0.913214, -0.097140], [-5.890398, -0.139307, 0.871875], [-5.176249, 2.597511, 0.519748], [-5.187647, 2.314099, -1.231366], [-7.316505, 1.431130, 0.253097], [-6.663770, 0.445246, -1.052922], [-6.024105, 0.154108, 1.914001], [-6.319356, -1.122600, 0.705953]],
  "forces_ev_per_a": [[1.0, 0.1, -0.6], [-0.4, 0.2, 0.5], [0.6, 0.0, -0.3], [-0.7, -0.2, 0.2], [0.4, -1.3, -3.6], [-0.1, 1.1, 3.0], [-0.1, -0.4, -0.8], [0.1, 0.0, 1.6], [-0.1, 0.0, -0.5], [-0.7, 0.4, 0.6], [0.4, 1.2, -1.3], [-0.1, -0.8, 0.8], [0.6, -0.4, 0.2], [-0.4, 0.0, 0.1], [0.9, -0.1, -0.1], [-0.8, 0.0, 0.4], [-0.4, 0.0, -0.5], [1.1, -0.5, -0.9], [0.0, 0.0, 0.5], [-0.4, 0.3, 0.4], [-0.4, 0.2, 0.5], [-0.6, 0.1, 0.0], [-0.2, -0.1, 0.3], [0.2, 0.0, 0.4], [-0.5, 0.1, -0.1], [-0.4, 0.1, 0.2], [0.2, 0.3, 0.2], [0.2, 0.0, -0.5], [0.1, -0.1, -0.7], [-0.1, -0.1, 0.1], [0.0, 0.0, 0.2], [-0.4, 0.0, 0.0], [0.1, 0.4, -0.1], [0.0, 0.1, 0.4], [0.3, 0.1, -0.4], [0.3, -0.2, 0.1], [-0.2, 0.0, -0.3], [0.1, -0.4, 0.2], [0.3, 0.3, 0.3], [-0.3, -0.1, -0.2], [0.1, -0.1, -0.1], [0.0, 0.3, 0.1], [0.0, -0.2, -0.2], [0.2, 0.2, -0.2], [0.1, -0.3, -0.1], [0.2, -0.1, -0.1], [-0.1, -0.1, 0.3], [-0.2, 0.0, -0.1], [-0.1, 0.1, -0.1], [-0.1, -0.1, 0.1], [-0.1, 0.2, -0.4], [0.0, 0.0, 0.0], [0.2, 0.0, 0.0], [0.0, 0.1, 0.0], [0.0, 0.0, 0.0], [0.0, -0.1, 0.0], [0.1, -0.1, 0.2]]
}



[4]
{
  "formula": "C16H30BrINO12P2S",
  "method": "ωB97M-V/def2-TZVPD",
  "orbital_gap_ev": 5.367,
  "total_charge": 1,
  "multiplicity": 1,
  "e_tot_ev": -150667.613,
  "elements": ["C", "C", "C", "Br", "C", "C", "C", "O", "O", "C", "C", "N", "S", "C", "O", "O", "C", "I", "H", "H", "H", "H", "H", "H", "H", "H", "H", "H", "H", "H", "C", "O", "P", "O", "O", "C", "O", "C", "H", "H", "H", "H", "H", "H", "H", "H", "H", "C", "O", "P", "O", "O", "C", "O", "C", "H", "H", "H", "H", "H", "H", "H", "H", "H"],
  "coordinates": [[-0.780919, -3.576783, 1.749756], [-0.647718, -4.312486, 0.282307], [0.743101, -3.789476, -0.483566], [0.619758, -4.039031, -2.503519], [1.041493, -2.222648, -0.055993], [-0.089183, -1.110108, -0.502364], [-1.482707, -1.431563, -1.319109], [-2.597306, -1.807930, -0.633085], [-1.513726, -1.255715, -2.808595], [0.204200, 0.454077, -0.097077], [1.581576, 0.818403, 0.769639], [2.599373, -0.246384, 1.213367], [4.019185, 0.221563, 2.180776], [3.999550, 2.082889, 2.610668], [4.026084, -0.501248, 3.584043], [5.365509, -0.055827, 1.404414], [2.365560, -1.715592, 0.803522], [3.889229, -3.233070, 1.400429], [-1.209447, -2.466396, 1.678227], [-1.478219, -4.197138, 2.492739], [0.298656, -3.601979, 2.256249], [-0.503893, -5.476284, 0.504669], [-1.600247, -4.231858, -0.393877], [1.580304, -4.545723, -0.139327], [-1.995924, -0.359883, -2.904910], [-0.591571, 1.265179, -0.408011], [1.711797, 1.978290, 1.017527], [2.937112, 2.421983, 3.034479], [4.768743, 2.338338, 3.486829], [4.184984, 2.762382, 1.658365], [-5.710287, -0.027532, -0.186293], [-7.012978, -0.285102, 0.309293], [-7.224526, -0.591541, 1.998726], [-6.065687, 0.346404, 2.360030], [-6.656350, -2.125081, 1.791230], [-7.350176, -2.945991, 0.871821], [-7.436176, -0.898065, 3.688106], [-8.314997, 0.018603, 4.312233], [-5.733804, -0.116761, -1.276374], [-5.401424, 0.990773, 0.065407], [-4.992649, -0.754604, 0.205891], [-6.768373, -3.019984, -0.052031], [-8.345179, -2.546365, 0.642229], [-7.460197, -3.947851, 1.292563], [-9.302287, -0.048811, 3.854859], [-7.932879, 1.039861, 4.216361], [-8.393914, -0.234472, 5.372193], [3.601537, 2.579268, -4.700616], [4.906688, 2.407651, -4.175183], [5.246891, 2.960326, -2.571546], [3.816606, 2.649386, -2.112426], [5.330059, 4.511225, -3.124194], [6.278968, 4.779559, -4.138179], [5.587220, 3.513026, -0.967969], [6.039756, 2.482437, -0.110508], [3.642645, 2.417268, -5.781753], [2.918089, 1.841402, -4.271494], [3.236598, 3.594163, -4.515534], [5.760771, 4.875519, -5.097207], [7.030663, 3.984481, -4.210614], [6.783138, 5.723833, -3.921360], [6.966157, 2.060055, -0.500189], [5.282837, 1.696289, -0.025556], [6.227905, 2.904649, 0.879507]],
  "forces_ev_per_a": [[0.0, -0.3, 0.4], [0.1, -0.7, 0.6], [-0.1, -0.3, 1.7], [0.1, 0.5, 1.8], [-0.1, 3.3, 0.1], [3.5, 1.7, 1.8], [-5.7, -1.8, 2.1], [8.1, 2.8, -4.7], [-0.3, 1.7, 4.5], [2.8, -3.4, 1.3], [-2.5, -2.1, -1.8], [-4.9, -0.5, -3.1], [7.4, -2.4, 4.5], [-1.7, 2.3, -0.1], [-1.2, 2.7, -5.7], [-6.0, 1.1, 2.2], [-2.3, 0.8, -1.2], [-1.8, 1.7, -0.7], [1.1, -2.5, 0.2], [1.4, 1.3, -1.9], [-2.3, 0.3, -1.0], [-0.2, 2.6, -0.7], [2.0, 0.2, 1.3], [-1.5, 2.1, -0.7], [0.8, -1.9, 0.0], [2.1, -1.6, 0.9], [0.2, -3.1, -0.4], [2.2, -1.2, -0.9], [-1.4, -1.4, -2.2], [-0.2, -1.8, 1.9], [0.5, 0.4, 0.3], [-3.6, -0.5, -0.1], [9.9, 0.0, 1.1], [-1.5, 0.4, -0.4], [-1.2, 0.6, 0.7], [-0.2, -0.5, -0.6], [-3.1, -0.7, -2.0], [-0.2, 0.5, 0.6], [-0.4, -0.1, 0.1], [0.1, -0.2, 0.1], [-0.1, 0.1, 0.1], [-0.2, 0.0, 0.0], [0.2, -0.2, -0.1], [0.0, 0.1, 0.1], [-0.1, 0.1, 0.3], [0.0, -0.1, 0.0], [0.1, 0.0, -0.2], [-0.8, -0.1, 0.3], [3.7, -1.0, 0.2], [-9.1, 4.3, -0.1], [1.0, -1.1, 0.0], [0.9, -1.1, 1.1], [0.5, 0.3, -0.8], [3.1, -1.0, -1.7], [0.0, -0.3, 0.4], [0.4, -0.1, 0.1], [0.0, 0.3, 0.0], [0.0, -0.1, 0.1], [0.2, -0.1, 0.1], [-0.1, 0.3, -0.2], [-0.1, -0.1, 0.1], [0.1, -0.1, 0.4], [0.2, 0.1, -0.1], [0.1, 0.0, -0.2]]
}